(1)
# C5H7NO

A structure of composition C5H7NO (ωB97M-V/def2-TZVPD, OMol25).

## Properties
HOMO energy: -0.3109 Ha
Net charge: 0
E: -324.53089 a.u.
LUMO: 0.7 eV
Strongest force on any atom: 0.00952 hartree/bohr
HOMO-LUMO gap: 9.128 eV

Atoms and positions in Å:
O 1.75286 -0.86073 -0.93165
C 1.18544 -0.24611 0.19631
C 0.71491 1.21932 -0.02728
C -0.73593 1.01711 -0.28926
C -1.08801 -0.44975 -0.56122
C -0.19632 -0.70316 0.65348
N -0.60285 0.67385 1.16556
H 1.54083 -0.31682 -1.70053
H 1.91260 -0.31935 1.01436
H 0.14174 1.25176 1.61975
H -1.37104 1.85743 -0.56343
H -0.76315 -0.88509 -1.50957
H -2.14022 -0.67294 -0.37157
H -0.35084 -1.56555 1.30506

Quick look at the Löwdin charges, all values in e: number 1, O, carries -0.013; number 2, C, carries -0.400; number 3, C, carries 0.063; number 4, C, carries -0.293; number 5, C, carries -0.073; number 6, C, carries -0.209; number 7, N, carries 0.084; number 8, H, carries 0.094; number 9, H, carries 0.140; number 10, H, carries 0.113; number 11, H, carries 0.127; number 12, H, carries 0.109; number 13, H, carries 0.115; number 14, H, carries 0.141



(2)
# C5H7NO

A structure of composition C5H7NO in a non-equilibrium geometry (ωB97M-V/def2-TZVPD, OMol25).

## Properties
HOMO energy: -0.3536 Ha
Net charge: 0
E: -324.59245 a.u.
LUMO: 0.8 eV
Strongest force on any atom: 0.10933 hartree/bohr
HOMO-LUMO gap: 10.441 eV

Atoms and positions in Å:
C 1.46298 -0.08250 -0.17352
C 0.61665 1.02783 0.04796
C -0.74086 0.68759 -0.65267
C -0.83357 -0.86818 -0.30746
C 0.32427 -0.91912 0.48838
H 0.96655 2.08617 0.00911
H -0.51635 0.71493 -1.78263
H -1.57575 1.29677 -0.12656
H -1.72485 -1.46091 0.11758
H -0.69272 -1.33977 -1.37056
H 0.30083 -1.79484 1.01177
H -0.55490 0.58438 1.70734
N 0.31152 0.34108 1.35441
O 2.65619 -0.27342 -0.32317

Quick look at the Löwdin charges, all values in e: number 1, C, carries -0.329; number 2, C, carries -0.234; number 3, C, carries -0.103; number 4, C, carries -0.180; number 5, C, carries -0.249; number 6, H, carries 0.163; number 7, H, carries 0.129; number 8, H, carries 0.138; number 9, H, carries 0.140; number 10, H, carries 0.140; number 11, H, carries 0.115; number 12, H, carries 0.071; number 13, N, carries 0.082; number 14, O, carries 0.117



(3)
# C5H7NO

An isolated molecule of C5H7NO (ωB97M-V/def2-TZVPD, OMol25).

## Properties
HOMO energy: -0.3683 Ha
Structure (SMILES): [H]/N=C/OCCC#C
Net charge: 0
E: -324.63378 a.u.
LUMO: 1.0 eV
Strongest force on any atom: 0.00785 hartree/bohr
HOMO-LUMO gap: 11.027 eV

Atoms and positions in Å:
O -1.11038 0.23340 -0.33616
C -1.72074 0.89340 0.65510
N -1.66645 0.54896 1.87091
C -0.32390 -0.90296 0.02570
C 0.80225 -0.99980 -0.99541
C 1.78335 0.08048 -0.84118
C 2.58802 0.96049 -0.68022
H -2.24995 1.75281 0.23676
H -2.18080 1.21069 2.44599
H -0.95956 -1.79720 -0.00226
H 0.05917 -0.77843 1.04080
H 1.30407 -1.96808 -0.88300
H 0.36823 -0.97127 -2.00157
H 3.30670 1.73752 -0.53546

Quick look at the Löwdin charges, all values in e: number 1, O, carries -0.068; number 2, C, carries -0.316; number 3, N, carries 0.106; number 4, C, carries -0.202; number 5, C, carries -0.184; number 6, C, carries -0.140; number 7, C, carries 0.112; number 8, H, carries 0.132; number 9, H, carries 0.049; number 10, H, carries 0.131; number 11, H, carries 0.113; number 12, H, carries 0.122; number 13, H, carries 0.122; number 14, H, carries 0.024



(4)
# C5H7NO

An isolated molecule of C5H7NO in a non-equilibrium geometry (ωB97M-V/def2-TZVPD, OMol25).

## Properties
HOMO energy: -0.2449 Ha
Net charge: 0
E: -324.43648 a.u.
LUMO: 0.3 eV
Strongest force on any atom: 0.25905 hartree/bohr
HOMO-LUMO gap: 6.930 eV

Atoms and positions in Å:
C 1.32708 -1.01272 -0.01145
C 1.60847 0.35258 0.08253
C 0.58170 1.24853 -0.18688
C -0.66046 0.79091 -0.56167
C -0.82078 -0.57636 -0.66646
H -1.30253 -1.14991 0.85960
H -1.89958 0.26911 1.00628
H 2.12252 -1.70024 0.19178
H 2.60170 0.64308 0.41816
H 0.69769 2.31912 0.00895
H -1.50949 1.51008 -0.70262
H -1.80437 -1.03736 -0.84939
N 0.12495 -1.50986 -0.35567
O -1.06691 -0.14697 0.76684

Quick look at the Löwdin charges, all values in e: number 1, C, carries -0.174; number 2, C, carries -0.110; number 3, C, carries -0.122; number 4, C, carries -0.181; number 5, C, carries -0.316; number 6, H, carries 0.169; number 7, H, carries 0.139; number 8, H, carries 0.092; number 9, H, carries 0.093; number 10, H, carries 0.103; number 11, H, carries 0.139; number 12, H, carries 0.141; number 13, N, carries 0.020; number 14, O, carries 0.005



(5)
# C5H7NO

An isolated molecule of C5H7NO (ωB97M-V/def2-TZVPD, OMol25).

## Properties
HOMO energy: -0.3360 Ha
Structure (SMILES): [H]/N=C1/C=C(C)CO1
Net charge: 0
E: -324.67606 a.u.
LUMO: 0.8 eV
Strongest force on any atom: 0.00713 hartree/bohr
HOMO-LUMO gap: 9.893 eV

Atoms and positions in Å:
C 1.07243 -1.47667 -0.74806
C 0.03243 -0.67414 -0.02916
C -0.92092 0.01295 -0.65847
C -1.03907 1.30163 0.02458
N -1.41431 2.37510 -0.52703
O -0.41911 1.20975 1.24828
C 0.18965 -0.08023 1.35088
H 1.85992 -1.85614 -0.09633
H 0.66913 -2.27838 -1.37092
H 1.53764 -0.74797 -1.42352
H -1.24984 -0.13683 -1.67734
H -1.13444 3.17362 0.04025
H 1.23014 0.01676 1.67515
H -0.34794 -0.65291 2.12023

Quick look at the Löwdin charges, all values in e: number 1, C, carries -0.036; number 2, C, carries -0.236; number 3, C, carries 0.018; number 4, C, carries -0.459; number 5, N, carries 0.149; number 6, O, carries -0.015; number 7, C, carries -0.123; number 8, H, carries 0.077; number 9, H, carries 0.085; number 10, H, carries 0.094; number 11, H, carries 0.126; number 12, H, carries 0.057; number 13, H, carries 0.130; number 14, H, carries 0.134



(6)
# C5H7NO

A cluster of 2 separate species, C5H7NO in total in a non-equilibrium geometry (ωB97M-V/def2-TZVPD, OMol25).

## Properties
HOMO energy (alpha / beta): -0.2844 / -0.2669 Ha
Net charge: 0
E: -324.47171 a.u.
LUMO (alpha / beta): 0.4 / 0.7 eV
Strongest force on any atom: 0.09446 hartree/bohr
HOMO-LUMO gap (alpha / beta): 8.176 / 8.012 eV

Atoms and positions in Å:
C 2.44499 0.35224 -0.13600
C -0.90048 -0.85838 1.09877
C 1.67917 0.47257 1.07113
C -0.84213 0.40664 -1.00569
C -1.67172 -0.49543 -0.12881
N 2.68763 -0.60692 0.65934
O -0.96779 -1.64535 1.95080
H 2.57517 0.80199 -1.19860
H 1.60091 1.17418 1.84122
H -0.06098 -0.18656 -1.25458
H -0.50059 1.30125 -0.38708
H -1.49119 0.83119 -1.83285
H -1.91011 -1.46240 -0.76592
H -2.64288 -0.08501 0.08828

Quick look at the Löwdin charges, all values in e: number 1, C, carries -0.206; number 2, C, carries -0.191; number 3, C, carries -0.083; number 4, C, carries -0.146; number 5, C, carries -0.243; number 6, N, carries 0.104; number 7, O, carries 0.118; number 8, H, carries 0.138; number 9, H, carries 0.038; number 10, H, carries 0.015; number 11, H, carries 0.093; number 12, H, carries 0.100; number 13, H, carries 0.158; number 14, H, carries 0.104



(7)
# C5H7NO

A cluster of 3 separate species, C5H7NO in total in a non-equilibrium geometry (ωB97M-V/def2-TZVPD, OMol25).

## Properties
HOMO energy: -0.3485 Ha
Structure (SMILES): C1=CC1.C#N.C=O
Net charge: 0
E: -324.54984 a.u.
LUMO: 0.6 eV
Strongest force on any atom: 0.02392 hartree/bohr
HOMO-LUMO gap: 10.071 eV

Atoms and positions in Å:
C -1.54197 -0.46032 0.37030
C -1.28086 0.40926 -0.82593
C 0.82408 1.64032 0.16273
O 1.19942 1.08481 1.16849
C 1.98180 -1.41304 0.59574
N 1.47892 -2.02380 -0.24397
C -0.91421 -0.82552 -0.93717
H -0.93001 -0.35796 1.27565
H -2.55933 -0.80688 0.56288
H -1.45603 1.35241 -1.31692
H 0.05198 2.42911 0.20410
H 1.24097 1.42236 -0.83809
H 2.43758 -0.81762 1.35709
H -0.53234 -1.63312 -1.53491

Quick look at the Löwdin charges, all values in e: number 1, C, carries -0.151; number 2, C, carries -0.120; number 3, C, carries -0.169; number 4, O, carries -0.055; number 5, C, carries -0.061; number 6, N, carries 0.080; number 7, C, carries -0.091; number 8, H, carries 0.069; number 9, H, carries 0.076; number 10, H, carries 0.098; number 11, H, carries 0.090; number 12, H, carries 0.096; number 13, H, carries 0.059; number 14, H, carries 0.080



(8)
# C5H7NO

An isolated molecule of C5H7NO in a non-equilibrium geometry (ωB97M-V/def2-TZVPD, OMol25).

## Properties
HOMO energy: -0.4040 Ha
Structure (SMILES): CC[C@@]1(C#N)CO1
Net charge: 0
E: -324.64615 a.u.
LUMO: 0.8 eV
Strongest force on any atom: 0.02209 hartree/bohr
HOMO-LUMO gap: 11.816 eV

Atoms and positions in Å:
C -0.63062 1.20340 0.77718
C -0.98987 0.18622 -0.32680
C 0.23428 -0.67251 -0.60476
C 0.77836 -1.25384 0.61494
O 0.33117 -2.08319 -0.44225
C 1.15847 -0.17785 -1.62226
N 1.88962 0.23514 -2.41802
H -0.52966 0.74013 1.76787
H -1.39999 1.97341 0.85756
H 0.32366 1.70208 0.56504
H -1.82582 -0.44388 -0.00710
H -1.27793 0.71994 -1.23219
H 1.82801 -1.09105 0.81765
H 0.09729 -1.26327 1.46518

Quick look at the Löwdin charges, all values in e: number 1, C, carries -0.090; number 2, C, carries -0.159; number 3, C, carries -0.461; number 4, C, carries -0.099; number 5, O, carries 0.031; number 6, C, carries -0.119; number 7, N, carries 0.172; number 8, H, carries 0.071; number 9, H, carries 0.075; number 10, H, carries 0.087; number 11, H, carries 0.128; number 12, H, carries 0.114; number 13, H, carries 0.131; number 14, H, carries 0.120



Repeat the second record exactly.
# C5H7NO

A structure of composition C5H7NO in a non-equilibrium geometry (ωB97M-V/def2-TZVPD, OMol25).

## Properties
HOMO energy: -0.3536 Ha
Net charge: 0
E: -324.59245 a.u.
LUMO: 0.8 eV
Strongest force on any atom: 0.10933 hartree/bohr
HOMO-LUMO gap: 10.441 eV

Atoms and positions in Å:
C 1.46298 -0.08250 -0.17352
C 0.61665 1.02783 0.04796
C -0.74086 0.68759 -0.65267
C -0.83357 -0.86818 -0.30746
C 0.32427 -0.91912 0.48838
H 0.96655 2.08617 0.00911
H -0.51635 0.71493 -1.78263
H -1.57575 1.29677 -0.12656
H -1.72485 -1.46091 0.11758
H -0.69272 -1.33977 -1.37056
H 0.30083 -1.79484 1.01177
H -0.55490 0.58438 1.70734
N 0.31152 0.34108 1.35441
O 2.65619 -0.27342 -0.32317

Quick look at the Löwdin charges, all values in e: number 1, C, carries -0.329; number 2, C, carries -0.234; number 3, C, carries -0.103; number 4, C, carries -0.180; number 5, C, carries -0.249; number 6, H, carries 0.163; number 7, H, carries 0.129; number 8, H, carries 0.138; number 9, H, carries 0.140; number 10, H, carries 0.140; number 11, H, carries 0.115; number 12, H, carries 0.071; number 13, N, carries 0.082; number 14, O, carries 0.117



Copy entry 5 word for word.
# C5H7NO

An isolated molecule of C5H7NO (ωB97M-V/def2-TZVPD, OMol25).

## Properties
HOMO energy: -0.3360 Ha
Structure (SMILES): [H]/N=C1/C=C(C)CO1
Net charge: 0
E: -324.67606 a.u.
LUMO: 0.8 eV
Strongest force on any atom: 0.00713 hartree/bohr
HOMO-LUMO gap: 9.893 eV

Atoms and positions in Å:
C 1.07243 -1.47667 -0.74806
C 0.03243 -0.67414 -0.02916
C -0.92092 0.01295 -0.65847
C -1.03907 1.30163 0.02458
N -1.41431 2.37510 -0.52703
O -0.41911 1.20975 1.24828
C 0.18965 -0.08023 1.35088
H 1.85992 -1.85614 -0.09633
H 0.66913 -2.27838 -1.37092
H 1.53764 -0.74797 -1.42352
H -1.24984 -0.13683 -1.67734
H -1.13444 3.17362 0.04025
H 1.23014 0.01676 1.67515
H -0.34794 -0.65291 2.12023

Quick look at the Löwdin charges, all values in e: number 1, C, carries -0.036; number 2, C, carries -0.236; number 3, C, carries 0.018; number 4, C, carries -0.459; number 5, N, carries 0.149; number 6, O, carries -0.015; number 7, C, carries -0.123; number 8, H, carries 0.077; number 9, H, carries 0.085; number 10, H, carries 0.094; number 11, H, carries 0.126; number 12, H, carries 0.057; number 13, H, carries 0.130; number 14, H, carries 0.134